(1)
Computed, not measured: a structure of composition C26H27N4O2SSn, with ωB97M-V/def2-TZVPD.

Computed properties:
Kohn-Sham gap (spin up / spin down) = 5.80 / 5.33 eV
total charge = +3
total energy = -1987.9107 hartree
lowest unoccupied orbital energy (spin up / spin down) = -10.854 / -11.185 eV
energy above the lowest of the compared OMol25 structures with the same formula, charge and spin = 2.6823 eV

Cartesian coordinates (Å):
Sn1 -1.673 -0.116 0.573
C1 -0.818 0.241 -3.528
C2 -1.261 -0.710 -2.448
C3 -2.593 -0.747 -2.028
C4 -3.046 -1.741 -1.152
C5 -2.159 -2.694 -0.648
C6 -0.823 -2.660 -1.052
C7 -0.382 -1.679 -1.930
H1 -1.067 -0.192 -4.503
H2 0.261 0.402 -3.513
H3 -1.335 1.201 -3.468
H4 -3.310 -0.067 -2.475
H5 -4.101 -1.813 -0.925
H6 -2.526 -3.505 -0.036
H7 -0.148 -3.447 -0.741
H8 0.638 -1.713 -2.300
C8 -0.654 3.204 -0.741
O1 0.230 2.075 -0.543
C9 1.532 2.330 -0.882
C10 1.898 3.506 -1.518
C11 3.215 3.743 -1.888
C12 4.194 2.788 -1.659
C13 3.841 1.598 -1.058
C14 2.537 1.384 -0.622
N1 2.308 0.096 -0.061
N2 2.046 -0.239 1.042
C15 1.960 -1.435 1.692
C16 0.661 -1.845 2.120
O2 -0.374 -1.192 1.682
C17 0.542 -2.972 2.931
C18 1.661 -3.699 3.248
C19 2.955 -3.381 2.731
C20 4.052 -4.216 2.965
C21 5.296 -3.908 2.444
C22 5.471 -2.733 1.714
C23 4.402 -1.886 1.477
C24 3.130 -2.216 1.955
H9 -0.297 4.078 -0.204
H10 -0.766 3.436 -1.797
H11 -1.619 2.940 -0.336
H12 1.153 4.252 -1.766
H13 3.468 4.677 -2.377
H14 5.217 2.955 -1.969
H15 4.583 0.826 -0.883
H16 -0.443 -3.264 3.272
H17 1.567 -4.555 3.908
H18 3.905 -5.122 3.542
H19 6.131 -4.579 2.600
H20 6.449 -2.483 1.323
H21 4.560 -0.974 0.911
C25 4.411 3.365 4.308
N3 3.312 2.477 3.898
C26 2.548 2.668 2.847
N4 2.757 3.713 2.058
S1 1.241 1.536 2.536
H22 4.947 2.901 5.127
H23 4.029 4.329 4.648
H24 5.103 3.519 3.480
H25 3.084 1.695 4.489
H26 3.390 4.456 2.322
H27 2.136 3.885 1.288

---

(2)
Computed, not measured: a structure of composition C8H12N2O3SSr, with ωB97M-V/def2-TZVPD.

Computed properties:
Kohn-Sham gap = 8.76 eV
total charge = +2
total energy = -1075.6186 hartree
lowest unoccupied orbital energy = -7.857 eV
energy above the lowest of the compared OMol25 structures with the same formula, charge and spin = 0.2986 eV

Cartesian coordinates (Å):
O1 0.368 3.419 -5.687
C1 0.190 2.429 -5.140
Sr1 0.262 -1.238 -1.738
C2 2.036 -1.020 -4.259
C3 -1.125 -0.998 -4.089
O2 2.719 -1.162 -5.172
O3 -1.809 -1.014 -5.007
C4 1.745 -1.143 1.145
C5 1.472 0.305 1.515
N1 0.490 0.972 0.597
C6 -0.684 0.439 0.183
S1 -1.392 0.857 -1.339
N2 -1.185 -0.648 0.906
C7 -1.338 -0.608 2.403
C8 -1.651 0.759 2.968
H1 0.820 -1.724 0.990
H2 2.299 -1.615 1.968
H3 2.418 -1.203 0.268
H4 1.076 0.384 2.538
H5 2.400 0.900 1.470
H6 0.737 1.886 0.213
H7 -2.042 -0.957 0.457
H8 -2.171 -1.291 2.642
H9 -0.438 -1.049 2.827
H10 -2.587 1.138 2.540
H11 -1.765 0.712 4.055
H12 -0.846 1.467 2.746

---

(3)
Computed, not measured: a structure of composition C23H41BF4FeP2, with ωB97M-V/def2-TZVPD.

Computed properties:
Kohn-Sham gap (spin up / spin down) = 5.86 / 4.97 eV
total charge = +1
total energy = -3271.4470 hartree
lowest unoccupied orbital energy (spin up / spin down) = -3.576 / -5.477 eV
energy above the lowest of the compared OMol25 structures with the same formula, charge and spin = 2.8758 eV
spin multiplicity = 6

Cartesian coordinates (Å):
Fe1 0.287 -0.288 -1.173
C1 1.658 0.009 0.572
C2 2.137 0.685 -0.589
C3 0.043 1.572 -0.040
C4 0.360 0.519 0.902
C5 1.138 1.648 -0.991
C6 2.435 -0.961 1.401
H1 3.060 -1.630 0.798
H2 1.756 -1.572 2.000
H3 3.103 -0.434 2.089
C7 -0.444 0.168 2.090
H4 -0.235 -0.865 2.399
H5 -1.527 0.241 1.914
H6 -0.232 0.823 2.945
C8 -1.069 2.534 0.104
H7 -0.948 3.182 0.993
H8 -2.035 2.007 0.224
H9 -1.156 3.207 -0.762
C9 1.272 2.678 -2.053
H10 1.798 3.581 -1.690
H11 0.284 3.000 -2.407
H12 1.858 2.314 -2.917
C10 3.509 0.568 -1.164
H13 4.225 1.244 -0.672
H14 3.527 0.791 -2.230
H15 3.891 -0.453 -1.013
C11 -0.746 -2.265 -0.528
C12 0.561 -2.679 -0.555
C13 1.478 -2.821 -1.718
C14 0.820 -2.260 -3.020
C15 0.448 -0.807 -3.074
C16 -1.011 -0.371 -3.124
C17 -2.156 -1.045 -2.385
C18 -1.852 -2.308 -1.545
H16 1.650 -3.902 -1.893
H17 -0.183 -2.864 -3.042
H18 2.487 -2.421 -1.528
H19 -1.829 -3.191 -2.239
H20 -1.161 -2.096 0.469
H21 1.040 -2.941 0.391
H22 -2.766 -2.492 -0.946
H23 -2.695 -0.367 -1.679
H24 -1.215 0.640 -3.510
H25 -2.985 -1.298 -3.095
H26 1.431 -2.543 -3.890
H27 1.113 -0.194 -3.692
P1 -0.912 -4.008 -3.957
C19 -2.094 -5.261 -3.436
C20 0.445 -4.731 -4.907
P2 -1.038 -1.081 -5.026
C21 -1.809 -2.768 -4.923
C22 0.280 -1.269 -6.303
C23 -2.486 -0.306 -5.807
H28 -3.044 -4.795 -3.123
H29 -1.694 -5.858 -2.601
H30 -2.297 -5.937 -4.285
H31 0.023 -5.347 -5.712
H32 1.045 -5.384 -4.239
H33 1.124 -3.972 -5.333
H34 -2.863 -0.987 -6.591
H35 -2.236 0.677 -6.242
H36 -3.261 -0.168 -5.045
H37 -2.808 -2.638 -4.448
H38 -1.881 -3.156 -5.949
H39 0.508 -0.294 -6.753
H40 -0.073 -1.972 -7.081
H41 1.219 -1.644 -5.864
F1 -3.556 0.490 -0.187
B1 -3.987 -0.259 1.013
F2 -3.358 0.362 2.149
F3 -5.372 -0.275 1.120
F4 -3.474 -1.590 0.866

---

Copy entry 3 word for word.
Computed, not measured: a structure of composition C23H41BF4FeP2, with ωB97M-V/def2-TZVPD.

Computed properties:
Kohn-Sham gap (spin up / spin down) = 5.86 / 4.97 eV
total charge = +1
total energy = -3271.4470 hartree
lowest unoccupied orbital energy (spin up / spin down) = -3.576 / -5.477 eV
energy above the lowest of the compared OMol25 structures with the same formula, charge and spin = 2.8758 eV
spin multiplicity = 6

Cartesian coordinates (Å):
Fe1 0.287 -0.288 -1.173
C1 1.658 0.009 0.572
C2 2.137 0.685 -0.589
C3 0.043 1.572 -0.040
C4 0.360 0.519 0.902
C5 1.138 1.648 -0.991
C6 2.435 -0.961 1.401
H1 3.060 -1.630 0.798
H2 1.756 -1.572 2.000
H3 3.103 -0.434 2.089
C7 -0.444 0.168 2.090
H4 -0.235 -0.865 2.399
H5 -1.527 0.241 1.914
H6 -0.232 0.823 2.945
C8 -1.069 2.534 0.104
H7 -0.948 3.182 0.993
H8 -2.035 2.007 0.224
H9 -1.156 3.207 -0.762
C9 1.272 2.678 -2.053
H10 1.798 3.581 -1.690
H11 0.284 3.000 -2.407
H12 1.858 2.314 -2.917
C10 3.509 0.568 -1.164
H13 4.225 1.244 -0.672
H14 3.527 0.791 -2.230
H15 3.891 -0.453 -1.013
C11 -0.746 -2.265 -0.528
C12 0.561 -2.679 -0.555
C13 1.478 -2.821 -1.718
C14 0.820 -2.260 -3.020
C15 0.448 -0.807 -3.074
C16 -1.011 -0.371 -3.124
C17 -2.156 -1.045 -2.385
C18 -1.852 -2.308 -1.545
H16 1.650 -3.902 -1.893
H17 -0.183 -2.864 -3.042
H18 2.487 -2.421 -1.528
H19 -1.829 -3.191 -2.239
H20 -1.161 -2.096 0.469
H21 1.040 -2.941 0.391
H22 -2.766 -2.492 -0.946
H23 -2.695 -0.367 -1.679
H24 -1.215 0.640 -3.510
H25 -2.985 -1.298 -3.095
H26 1.431 -2.543 -3.890
H27 1.113 -0.194 -3.692
P1 -0.912 -4.008 -3.957
C19 -2.094 -5.261 -3.436
C20 0.445 -4.731 -4.907
P2 -1.038 -1.081 -5.026
C21 -1.809 -2.768 -4.923
C22 0.280 -1.269 -6.303
C23 -2.486 -0.306 -5.807
H28 -3.044 -4.795 -3.123
H29 -1.694 -5.858 -2.601
H30 -2.297 -5.937 -4.285
H31 0.023 -5.347 -5.712
H32 1.045 -5.384 -4.239
H33 1.124 -3.972 -5.333
H34 -2.863 -0.987 -6.591
H35 -2.236 0.677 -6.242
H36 -3.261 -0.168 -5.045
H37 -2.808 -2.638 -4.448
H38 -1.881 -3.156 -5.949
H39 0.508 -0.294 -6.753
H40 -0.073 -1.972 -7.081
H41 1.219 -1.644 -5.864
F1 -3.556 0.490 -0.187
B1 -3.987 -0.259 1.013
F2 -3.358 0.362 2.149
F3 -5.372 -0.275 1.120
F4 -3.474 -1.590 0.866